Computed, not measured: C35H42N5O3PRuSeTe as an isolated structure, with ωB97M-V with the def2-TZVPD basis set.

Properties
DFT total energy: -4963.94705 Eh
energy relative to the best compared isomer or geometry (same formula, charge and spin): 39.25 kcal/mol
E_HOMO (spin up / spin down): -0.391 / -0.394 Ha
HOMO-LUMO gap (spin up / spin down): 7.14 / 7.13 eV

Geometry as ORCA input:
```
! wB97M-V def2-TZVPD RIJCOSX def2/J DEFGRID3
* xyz 1 2
Ru -0.923 0.476 1.883
O -0.142 1.012 5.929
C 0.085 0.729 4.783
O -0.737 0.073 3.992
C 1.399 1.033 4.067
P 1.264 0.331 2.400
C 1.859 -1.379 2.401
C 1.438 -2.257 3.398
C 1.810 -3.591 3.356
C 2.602 -4.061 2.318
C 3.041 -3.187 1.334
C 2.677 -1.850 1.378
C 2.476 1.274 1.430
C 2.416 1.295 0.042
C 3.321 2.029 -0.700
C 4.305 2.769 -0.055
C 4.377 2.759 1.328
C 3.467 2.015 2.069
H 2.250 0.628 4.617
H 1.522 2.115 3.994
H 0.823 -1.896 4.212
H 1.488 -4.264 4.140
H 2.891 -5.103 2.286
H 3.685 -3.543 0.541
H 3.052 -1.173 0.623
H 1.627 0.753 -0.447
H 3.249 2.047 -1.780
H 5.008 3.355 -0.630
H 5.139 3.333 1.837
H 3.554 2.016 3.146
C -1.922 -2.581 4.181
Te -2.758 -1.238 2.790
C -3.138 -2.820 1.425
H -2.698 -3.315 4.386
H -1.664 -2.021 5.072
H -1.051 -3.062 3.749
H -2.224 -3.389 1.261
H -3.494 -2.413 0.483
H -3.905 -3.461 1.853
C -2.927 -0.433 -4.018
C -3.755 0.735 -3.485
C -3.521 1.077 -2.013
C -2.245 1.850 -1.708
N -1.025 1.184 -2.179
C -0.438 0.103 -1.645
Se -1.064 -0.870 -0.130
N 0.627 -0.232 -2.394
C 1.508 -1.386 -2.219
C 1.194 -2.498 -3.212
C -0.102 -3.243 -2.893
C 0.022 -4.150 -1.674
C 0.765 0.696 -3.417
C 1.712 0.810 -4.431
C 1.562 1.876 -5.293
C 0.505 2.789 -5.156
C -0.435 2.672 -4.152
C -0.275 1.606 -3.272
H -3.337 -0.800 -4.959
H -2.935 -1.267 -3.312
H -1.887 -0.168 -4.213
H -4.811 0.482 -3.600
H -3.595 1.626 -4.101
H -3.547 0.162 -1.415
H -4.335 1.709 -1.649
H -2.123 2.047 -0.646
H -2.259 2.814 -2.215
H 1.389 -1.718 -1.188
H 2.529 -1.016 -2.334
H 2.034 -3.197 -3.196
H 1.158 -2.079 -4.220
H -0.392 -3.834 -3.763
H -0.912 -2.521 -2.743
H 0.861 -4.839 -1.789
H -0.878 -4.748 -1.534
H 0.182 -3.584 -0.754
H 2.521 0.101 -4.542
H 2.271 2.012 -6.098
H 0.423 3.605 -5.861
H -1.247 3.379 -4.062
N -3.204 3.383 4.294
C -2.389 2.948 3.330
O -2.490 1.749 2.930
C -1.387 3.820 2.783
C -1.118 5.128 3.236
N -0.898 6.194 3.611
C -0.690 3.162 1.791
N -0.266 2.396 1.018
H -3.125 4.313 4.671
H -3.818 2.720 4.734
*
```

These are the Mulliken partial charges, in e, on atoms 1 to 2: Ru 0.566; O -0.635

---

Computed, not measured: C6H7NO3S in the gas phase, with ωB97M-V with the def2-TZVPD basis set.

Properties
DFT total energy: -911.38608 Eh
energy relative to the best compared isomer or geometry (same formula, charge and spin): 42.25 kcal/mol
E_HOMO: -0.359 Ha
structure (SMILES): COC(=O)CC1=NC(=O)CS1
HOMO-LUMO gap: 9.80 eV

Geometry as ORCA input:
```
! wB97M-V def2-TZVPD RIJCOSX def2/J DEFGRID3
* xyz 0 1
C -2.480 -1.261 1.341
O -1.895 -0.481 0.306
C -1.587 0.818 0.796
O -2.435 1.694 0.771
C -0.182 0.950 0.974
C 0.815 0.546 -0.066
N 1.887 -0.101 0.113
C 2.689 -0.293 -1.055
O 3.657 -0.914 -1.057
C 2.002 0.230 -2.325
S 0.437 1.043 -1.771
H -2.590 -2.407 0.752
H -3.432 -0.983 1.751
H -1.449 -1.637 1.983
H 0.030 2.088 1.209
H 0.086 0.180 1.860
H 1.780 -0.408 -2.977
H 2.667 0.937 -2.608
*
```

These are the Mulliken partial charges, in e, on atoms 1 to 2: C -0.749; O -0.202

---

Computed, not measured: a 9-piece molecular cluster, C39H90N4O5 overall, with ωB97M-V with the def2-TZVPD basis set.

Properties
DFT total energy: -2135.06364 Eh
energy relative to the best compared isomer or geometry (same formula, charge and spin): 1.42 kcal/mol
E_HOMO: -0.295 Ha
structure (SMILES): CCN(CC)CC.CCN(CC)CC.CCN(CC)CC.CCN(CC)CC.CC(C)=O.CC(C)=O.CC(C)=O.CC(C)=O.CC(C)=O
HOMO-LUMO gap: 8.67 eV

Geometry as ORCA input:
```
! wB97M-V def2-TZVPD RIJCOSX def2/J DEFGRID3
* xyz 0 1
C -1.153 5.627 -0.782
C -0.833 4.150 -0.678
N 0.544 3.889 -0.398
C 1.067 4.467 0.822
C 0.679 3.743 2.140
C 0.864 2.475 -0.513
C 2.421 2.211 -0.517
H -1.278 6.163 0.166
H -2.093 5.583 -1.361
H -0.322 6.159 -1.316
H -1.466 3.656 0.045
H -0.980 3.631 -1.622
H 2.146 4.531 0.753
H 0.767 5.522 0.959
H 0.933 4.384 3.009
H -0.378 3.489 2.191
H 1.162 2.751 2.266
H 0.421 2.185 -1.505
H 0.334 1.973 0.306
H 2.675 1.175 -0.759
H 2.806 2.363 0.484
H 2.783 2.957 -1.257
C 6.145 1.050 5.447
C 5.809 0.459 4.106
N 4.375 0.212 3.787
C 4.222 -0.307 2.443
C 2.747 -0.607 2.232
C 3.534 1.312 4.140
C 3.814 2.591 3.405
H 7.229 0.967 5.603
H 5.737 0.338 6.176
H 5.846 2.071 5.614
H 6.123 1.166 3.294
H 6.264 -0.558 4.019
H 4.525 0.449 1.725
H 4.856 -1.192 2.314
H 2.185 0.346 2.132
H 2.625 -1.239 1.357
H 2.333 -1.163 3.081
H 3.623 1.474 5.179
H 2.439 1.044 3.970
H 3.247 3.398 3.852
H 3.493 2.483 2.305
H 4.882 2.882 3.411
C -1.245 -2.400 4.920
C -0.667 -1.205 4.205
N -1.629 -0.106 4.195
C -1.440 0.760 3.019
C -2.515 1.858 2.853
C -1.786 0.607 5.452
C -0.605 1.549 5.896
H -1.481 -2.115 5.934
H -0.458 -3.172 4.844
H -2.082 -2.795 4.375
H 0.303 -1.008 4.596
H -0.510 -1.402 3.144
H -0.507 1.291 3.017
H -1.482 0.128 2.098
H -2.294 2.595 3.640
H -2.376 2.280 1.882
H -3.531 1.486 2.906
H -2.127 -0.071 6.260
H -2.694 1.202 5.298
H -0.838 2.028 6.830
H -0.467 2.352 5.148
H 0.311 0.983 5.999
C 3.244 0.456 -3.432
C 2.486 -0.024 -4.681
N 1.065 0.210 -4.459
C 0.844 1.609 -4.543
C -0.591 1.977 -4.399
C 0.224 -0.517 -5.447
C 0.323 -2.037 -5.304
H 4.292 0.354 -3.605
H 2.906 -0.143 -2.580
H 3.000 1.472 -3.187
H 2.897 0.512 -5.543
H 2.623 -1.076 -4.868
H 1.306 2.044 -3.678
H 1.380 2.093 -5.361
H -0.986 1.245 -3.690
H -0.659 2.931 -3.917
H -1.197 1.998 -5.312
H 0.414 -0.168 -6.499
H -0.810 -0.247 -5.168
H 0.434 -2.187 -4.202
H 1.188 -2.394 -5.811
H -0.599 -2.503 -5.706
C 0.080 -1.284 -0.582
C -1.359 -0.867 -0.977
C -1.923 -1.635 -2.189
O -2.003 0.062 -0.488
H 0.230 -2.382 -0.642
H 0.310 -1.017 0.467
H 0.795 -0.765 -1.214
H -1.219 -1.492 -3.033
H -2.931 -1.290 -2.378
H -1.891 -2.722 -1.980
C 4.981 -3.042 -0.675
C 3.577 -2.916 -1.159
C 3.365 -2.903 -2.657
O 2.641 -2.954 -0.396
H 5.582 -2.186 -0.967
H 5.531 -3.877 -1.169
H 4.956 -3.161 0.418
H 4.098 -2.332 -3.241
H 2.348 -2.717 -2.903
H 3.592 -3.980 -2.970
C -4.317 -0.688 -5.449
C -3.390 -0.665 -6.683
C -3.556 0.532 -7.591
O -2.660 -1.603 -6.867
H -5.344 -0.888 -5.835
H -4.389 0.291 -4.994
H -4.006 -1.410 -4.718
H -2.715 1.243 -7.494
H -4.447 1.070 -7.290
H -3.704 0.255 -8.687
C -3.892 -2.003 2.171
C -5.129 -1.677 1.403
C -5.035 -0.546 0.372
O -6.143 -2.325 1.525
H -4.057 -2.947 2.648
H -3.611 -1.196 2.857
H -3.067 -2.058 1.420
H -4.405 0.286 0.733
H -5.970 -0.096 0.015
H -4.405 -0.930 -0.431
C -5.535 -5.134 -0.591
C -4.210 -4.932 0.119
C -4.190 -5.435 1.557
O -3.264 -4.270 -0.300
H -6.130 -4.398 -0.003
H -5.947 -6.118 -0.438
H -5.521 -4.771 -1.651
H -4.235 -6.514 1.560
H -5.012 -5.095 2.117
H -3.286 -5.226 2.119
*
```

These are the Mulliken partial charges, in e, on atoms 1 to 2: C -1.533; C 0.785

---

Computed, not measured: C23H20AlAsN7O6S3 as an isolated structure, with ωB97M-V with the def2-TZVPD basis set.

Properties
DFT total energy: -5395.99290 Eh
E_HOMO: -0.412 Ha
HOMO-LUMO gap: 8.29 eV

Geometry as ORCA input:
```
! wB97M-V def2-TZVPD RIJCOSX def2/J DEFGRID3
* xyz 1 1
Al -0.290 0.624 0.188
O 2.768 -1.527 -0.901
As 1.819 -0.517 -1.912
O 1.410 -1.117 -3.368
O 0.326 -0.416 -1.020
C 2.801 1.146 -1.925
C 3.276 1.487 -3.180
C 3.941 2.681 -3.455
C 4.166 3.546 -2.437
C 3.620 3.279 -1.172
C 2.903 2.107 -0.931
S 2.345 2.022 0.755
O 2.790 0.726 1.256
O 2.620 3.197 1.463
O 0.789 1.982 0.649
H 3.344 -1.017 -0.336
H 3.183 0.873 -4.055
H 4.298 2.927 -4.421
H 4.724 4.449 -2.508
H 3.743 3.992 -0.362
N -2.729 -0.739 2.590
C -2.626 0.538 2.166
N -1.917 1.018 1.128
C -2.342 2.324 0.835
C -3.195 2.859 1.744
S -3.701 1.663 2.901
C -1.869 2.852 -0.422
C -2.146 3.988 -1.119
S -1.437 3.823 -2.730
C -0.951 2.180 -2.428
N -1.166 1.862 -1.181
N -0.263 1.461 -3.256
H -2.472 -1.486 1.997
H -3.280 -1.029 3.385
H -3.640 3.762 1.714
H -2.809 4.792 -0.843
H -0.322 1.774 -4.216
H -0.174 0.493 -3.116
C 0.483 -1.054 4.099
C 0.365 -0.196 3.022
N 0.150 -0.625 1.780
C 0.105 -1.954 1.534
C 0.067 -2.868 2.599
C 0.287 -2.429 3.898
C -0.262 -4.257 2.368
C -0.954 -4.660 1.280
C -1.600 -3.898 0.197
C -1.195 -4.103 -1.075
C -1.727 -3.346 -2.080
N -2.566 -2.332 -1.811
C -2.978 -2.232 -0.552
N -2.541 -2.960 0.454
H 0.693 -0.596 5.100
H 0.472 0.848 3.139
H 0.138 -2.215 0.464
H 0.203 -3.181 4.713
H -0.017 -5.004 3.067
H -1.059 -5.755 1.042
H -0.501 -4.901 -1.322
H -1.442 -3.475 -3.113
H -3.658 -1.382 -0.281
*
```

These are the Mulliken partial charges, in e, on atoms 1 to 2: Al -0.118; O -0.647

---

Computed, not measured: a 2-piece molecular cluster, C4H10NO overall, with ωB97M-V with the def2-TZVPD basis set.

Properties
DFT total energy: -287.90252 Eh
energy relative to the best compared isomer or geometry (same formula, charge and spin): 163.51 kcal/mol
E_HOMO: -0.512 Ha
HOMO-LUMO gap: 5.45 eV

Geometry as ORCA input:
```
! wB97M-V def2-TZVPD RIJCOSX def2/J DEFGRID3
* xyz 1 1
C 0.630 -2.094 0.377
C -0.278 -1.107 1.038
C -0.781 -0.027 0.408
N -0.803 1.316 0.731
C -0.026 2.191 -0.177
H 1.575 -2.158 0.941
H 0.225 -3.106 0.362
H 0.922 -1.703 -0.607
H -0.502 -1.181 2.109
H -0.600 -0.150 -0.768
H -0.716 1.474 1.714
H 0.972 1.734 -0.374
H 0.084 3.180 0.272
H -0.540 2.062 -1.134
H -0.201 -0.436 -2.869
O 0.037 0.005 -2.021
*
```

These are the Mulliken partial charges, in e, on atoms 1 to 2: C -1.071; C 0.112